ORCA calculation (ωB97M-V/def2-TZVPD) on C5H8O2 as an isolated structure in a non-equilibrium geometry.

Values from the calculation:
* HOMO level: -9.721 eV
* multiplicity: 1
* net charge: 0
* E: -345.738982 Ha

Element x y z (Å)
C1 -1.50293 -0.76986 -0.03856
C2 -0.51359 0.39541 -0.06762
O1 -1.13478 1.58476 -0.43349
C3 0.55975 0.39947 1.06552
C4 1.55099 -0.60155 0.03502
C5 0.77125 0.22487 -0.88985
O2 1.14589 1.06456 -1.68221
H1 -2.44809 -0.47995 0.43607
H2 -1.72598 -1.09198 -1.06171
H3 -1.10711 -1.62945 0.51180
H4 -0.56782 1.91991 -1.15814
H5 0.86923 1.43896 1.24790
H6 0.34639 -0.14896 1.98128
H7 2.62603 -0.72740 -0.21478
H8 1.13077 -1.57879 0.26877


ORCA calculation (ωB97M-V/def2-TZVPD) on C5H8O2 as an isolated structure.

Values from the calculation:
* HOMO level: -9.963 eV
* multiplicity: 1
* net charge: 0
* E: -345.622679 Ha

Element x y z (Å)
C1 -0.49976 -1.52400 0.66348
C2 -0.05863 -0.39140 -0.24593
O1 -0.64592 -0.50288 -1.48245
C3 -0.49367 0.97436 0.33866
O2 -0.37405 2.00525 -0.62107
C4 1.66272 -1.01917 -0.61412
C5 1.81365 0.13989 -0.15652
H1 -1.56408 -1.39947 0.89904
H2 0.08003 -1.52305 1.58973
H3 -0.35634 -2.47826 0.15655
H4 -0.68391 0.39658 -1.85185
H5 0.01171 1.20798 1.28406
H6 -1.56702 0.88935 0.53440
H7 0.56445 2.16038 -0.79735
H8 2.11084 1.06446 0.30338


ORCA calculation (ωB97M-V/def2-TZVPD) on one molecule with the formula C5H8O2.

Values from the calculation:
* HOMO level: -9.857 eV
* SMILES string: C[C@@]1(O)C[C@H]2O[C@H]21
* multiplicity: 1
* net charge: 0
* E: -345.721963 Ha

Element x y z (Å)
C1 1.51877 0.76959 -0.39448
C2 0.43456 -0.03784 0.27338
O1 0.97144 -0.58117 1.45898
C3 -0.95638 0.65418 0.48000
C4 -1.58997 -0.48269 -0.32028
O2 -0.98777 -0.44408 -1.61025
C5 -0.28594 -1.10850 -0.56942
H1 1.15352 1.17071 -1.34208
H2 1.81525 1.60142 0.25139
H3 2.39987 0.15000 -0.58247
H4 0.32215 -1.19048 1.83456
H5 -1.22526 0.67954 1.53886
H6 -1.08730 1.64683 0.03883
H7 -2.58469 -0.91302 -0.24905
H8 0.00181 -2.14339 -0.73312


Orbital gap across the listed records, respectively: 10.6 10.6 10.8 eV.
Relative energy (zero: lowest compared OMol25 entry of this formula, charge and spin) across the listed records, respectively: 41.4 114.4 52.1 kcal per mole.